# 1
This record from OMol25 describes an isolated molecule of C14H21N3O2. The level of theory is the ωB97M-V functional and the def2-TZVPD basis.

Properties
HOMO-LUMO gap = 0.3485 Ha
E_HOMO = -8.7 eV
molecular weight = 263.341 g/mol
net charge = 0
E_tot = -860.833515 Ha
LUMO = 0.7399 eV

Positions of all 40 atoms, in Å:
O (-1.87944, 1.34784, 1.36957)
C (-1.01461, 1.39862, 0.51438)
N (0.28558, 1.68999, 0.82172)
C (0.66000, 2.05125, 2.17065)
C (1.90695, 1.33379, 2.61256)
C (2.86980, 1.98624, 3.37053)
C (4.00954, 1.31931, 3.78504)
C (4.20281, -0.00685, 3.43919)
C (3.24824, -0.66459, 2.68140)
C (2.10719, 0.00132, 2.27317)
N (-1.29402, 1.21278, -0.82037)
C (-0.35850, 0.74867, -1.81896)
C (-0.46582, -0.77091, -1.98963)
N (-1.81918, -1.12129, -2.37929)
C (-1.96529, -2.52784, -2.70197)
C (-1.37985, -2.86011, -4.07531)
O (-1.86755, -4.12941, -4.45110)
C (-2.74749, -0.69317, -1.34389)
C (-2.64770, 0.82058, -1.16280)
H (0.92842, 1.95671, 0.09619)
H (-0.18765, 1.76481, 2.80359)
H (0.79903, 3.13671, 2.25999)
H (2.72373, 3.02243, 3.64142)
H (4.74990, 1.83764, 4.37672)
H (5.09347, -0.52668, 3.75992)
H (3.39275, -1.70067, 2.41153)
H (1.35698, -0.51041, 1.68826)
H (0.66774, 1.01203, -1.56579)
H (-0.61983, 1.22763, -2.76881)
H (0.22497, -1.09197, -2.77063)
H (-0.17704, -1.26252, -1.04131)
H (-1.51239, -3.18532, -1.94203)
H (-3.03088, -2.76074, -2.75116)
H (-1.70105, -2.08785, -4.78752)
H (-0.28153, -2.87115, -4.04348)
H (-1.53038, -4.35088, -5.32512)
H (-3.76098, -0.95437, -1.65303)
H (-2.53664, -1.18388, -0.37797)
H (-3.30712, 1.14739, -0.35884)
H (-2.91942, 1.32045, -2.09689)

Atom charges from the Löwdin analysis, given in e for atoms 1 to 8: atom 1 (O): 0.05, atom 2 (C): -0.53, atom 3 (N): 0.07, atom 4 (C): -0.13, atom 5 (C): -0.21, atom 6 (C): -0.05, atom 7 (C): -0.09, atom 8 (C): -0.10

---

# 2
This record from OMol25 describes an isolated molecule of C14H21N3O2S2. The level of theory is the ωB97M-V functional and the def2-TZVPD basis.

Properties
HOMO-LUMO gap = 0.3378 Ha
E_HOMO = -8.5 eV
molecular weight = 327.475 g/mol
net charge = 0
E_tot = -1657.195219 Ha
LUMO = 0.7002 eV

Positions of all 42 atoms, in Å:
C (-5.08021, -1.63334, 2.09279)
C (-6.09490, -0.97036, 1.17069)
C (-5.54640, -0.79276, -0.25143)
C (-4.36646, 0.11488, -0.27877)
C (-3.07003, -0.19034, -0.53693)
C (-2.19926, 0.93277, -0.44271)
C (-0.74648, 0.94485, -0.65053)
O (-0.05010, 1.94854, -0.61822)
N (-0.19551, -0.26493, -0.94568)
N (1.18834, -0.33613, -1.05392)
C (1.82091, -1.46408, -0.67259)
S (0.95592, -2.83166, -0.28625)
N (3.16925, -1.50273, -0.70575)
C (4.05287, -0.37721, -0.87385)
C (4.18776, 0.49041, 0.40051)
C (4.97901, -0.21573, 1.51008)
C (6.39784, 0.30015, 1.27822)
C (6.12127, 1.72164, 0.79346)
O (4.90540, 1.66555, 0.06549)
C (-2.87434, 2.07360, -0.10726)
S (-4.54762, 1.80459, 0.09672)
H (-5.49734, -1.75761, 3.08902)
H (-4.80118, -2.61351, 1.71234)
H (-4.17963, -1.02838, 2.17071)
H (-6.36903, 0.00881, 1.56952)
H (-6.99923, -1.57988, 1.12377)
H (-5.25111, -1.76428, -0.65307)
H (-6.33614, -0.38408, -0.88700)
H (-2.75383, -1.18471, -0.79581)
H (-0.60101, -1.17398, -0.72663)
H (1.60165, 0.59311, -1.02357)
H (3.56131, -2.37649, -0.38984)
H (3.69597, 0.25947, -1.68760)
H (5.03694, -0.75634, -1.15475)
H (3.18461, 0.77820, 0.74307)
H (4.61777, 0.10337, 2.48785)
H (4.89924, -1.29869, 1.44629)
H (6.89557, -0.27730, 0.49841)
H (7.00998, 0.28103, 2.17608)
H (6.89409, 2.11589, 0.13066)
H (6.00158, 2.40487, 1.64551)
H (-2.45574, 3.05066, 0.02884)

Atom charges from the Löwdin analysis, given in e for atoms 1 to 8: atom 1 (C): -0.10, atom 2 (C): -0.27, atom 3 (C): -0.22, atom 4 (C): -0.53, atom 5 (C): -0.07, atom 6 (C): -0.24, atom 7 (C): -0.43, atom 8 (O): 0.06

---

# 3
This record from OMol25 describes an isolated molecule of C14H21NO. The level of theory is the ωB97M-V functional and the def2-TZVPD basis.

Properties
HOMO-LUMO gap = 0.3419 Ha
E_HOMO = -8.4 eV
molecular weight = 219.328 g/mol
net charge = 0
E_tot = -676.043430 Ha
LUMO = 0.9441 eV

Positions of all 37 atoms, in Å:
C (-5.63385, -1.24587, -1.08873)
C (-5.21710, -0.92910, 0.34870)
C (-3.99468, -0.05558, 0.35916)
C (-4.11282, 1.33011, 0.32600)
C (-2.98188, 2.12107, 0.29305)
C (-1.71641, 1.55667, 0.28873)
C (-1.58591, 0.17344, 0.31853)
O (-0.40196, -0.50246, 0.31736)
C (0.79898, 0.23518, 0.26627)
C (1.95185, -0.76759, 0.27226)
N (3.22240, -0.09592, 0.39035)
C (4.33206, -0.97817, 0.70741)
C (5.54511, -0.09860, 0.44053)
C (5.14640, 0.61709, -0.85142)
C (3.61236, 0.68565, -0.78028)
C (-2.73224, -0.62013, 0.35309)
H (-4.82999, -1.76209, -1.60833)
H (-5.85546, -0.32812, -1.62880)
H (-6.51862, -1.87844, -1.09944)
H (-5.01040, -1.86162, 0.87702)
H (-6.03876, -0.42145, 0.85785)
H (-5.09227, 1.78534, 0.32972)
H (-3.07753, 3.19705, 0.27051)
H (-0.85033, 2.19884, 0.26519)
H (0.89232, 0.89305, 1.14010)
H (0.83099, 0.84888, -0.64354)
H (1.88523, -1.39340, -0.63710)
H (1.82674, -1.42038, 1.13950)
H (4.35307, -1.87119, 0.05850)
H (4.25868, -1.30480, 1.74629)
H (5.65650, 0.62060, 1.25123)
H (6.46659, -0.66854, 0.34111)
H (5.45812, 0.03085, -1.71638)
H (5.59735, 1.60420, -0.93072)
H (3.16242, 0.28451, -1.70088)
H (3.25976, 1.71282, -0.65108)
H (-2.60672, -1.69192, 0.37820)

Atom charges from the Löwdin analysis, given in e for atoms 1 to 8: atom 1 (C): -0.10, atom 2 (C): -0.21, atom 3 (C): -0.25, atom 4 (C): -0.06, atom 5 (C): -0.08, atom 6 (C): -0.03, atom 7 (C): -0.26, atom 8 (O): -0.04